Arrangement A

The following is a DFT calculation (wB97M-V/def2-TZVPD) of 7 unconnected molecules or ions with the total composition C21H56O21S7.

Values from the calculation:
- SMILES string: CCOS(C)(=O)=O.CCOS(C)(=O)=O.CCOS(C)(=O)=O.CCOS(C)(=O)=O.CCOS(C)(=O)=O.CCOS(C)(=O)=O.CCOS(C)(=O)=O
- E_LUMO: 0.01 eV
- Kohn-Sham gap: 11.059 eV

Each line ends with the Mulliken charge.
Element x y z (Å)
O1 -0.96636 1.05147 -4.75017  -0.51
S1 -1.26659 0.59052 -6.11624  1.07
O2 -0.34484 -0.10963 -6.98066  -0.57
O3 -2.70640 -0.27287 -6.12759  -0.32
C1 -3.90646 0.29207 -5.59217  -0.08
C2 -4.93378 -0.80873 -5.26773  -1.23
C3 -1.86721 2.02280 -7.20623  -0.96
H1 -4.39280 0.95522 -6.30757  0.26
H2 -3.64553 0.82259 -4.67644  0.31
H3 -4.72741 -1.20529 -4.27361  0.29
H4 -4.88746 -1.62592 -5.98755  0.35
H5 -5.94797 -0.45217 -5.44770  0.34
H6 -2.61594 2.57724 -6.64046  0.31
H7 -2.41575 1.62220 -8.05871  0.36
H8 -1.11500 2.77603 -7.44064  0.36
O4 5.83739 -0.89784 -3.23888  -0.59
S2 6.79871 -0.52164 -2.19693  1.13
O5 6.65395 -1.12341 -0.86547  -0.58
O6 8.36143 -1.03937 -2.70970  -0.33
C4 8.71484 -0.89310 -4.07696  -0.04
C5 10.22095 -0.87403 -4.29728  -1.27
C6 7.15148 1.29384 -2.13473  -0.80
H9 8.45915 0.08626 -4.48142  0.26
H10 8.32595 -1.68517 -4.71689  0.26
H11 10.61221 -0.03633 -3.71999  0.32
H12 10.56906 -0.70767 -5.31671  0.36
H13 10.66823 -1.78272 -3.89439  0.31
H14 6.14898 1.71463 -2.05687  0.34
H15 7.68293 1.56548 -3.04680  0.31
H16 7.89086 1.48185 -1.35624  0.31
O7 -8.36591 -3.46554 -1.59295  -0.61
S3 -9.17073 -2.30937 -1.12465  1.09
O8 -9.12812 -2.00911 0.28885  -0.57
O9 -8.63809 -0.98111 -2.04187  -0.27
C7 -9.53594 0.17015 -1.97049  -0.17
C8 -8.70522 1.42020 -2.27353  -1.22
C9 -10.88929 -2.52990 -1.75428  -0.88
H17 -10.00024 0.28859 -0.99147  0.39
H18 -10.36586 0.08065 -2.67143  0.33
H19 -9.26270 2.27547 -2.65540  0.35
H20 -7.93411 1.36590 -3.04199  0.25
H21 -8.20036 1.57394 -1.31981  0.30
H22 -11.25691 -3.55375 -1.68589  0.38
H23 -10.79618 -2.40044 -2.83254  0.30
H24 -11.49959 -1.81446 -1.20309  0.32
O10 1.79655 -9.95271 4.23963  -0.56
S4 0.99084 -8.84731 4.66229  1.16
O11 1.24185 -8.03726 5.87994  -0.62
O12 1.03841 -7.76132 3.43449  -0.32
C10 0.48828 -6.47412 3.49881  -0.03
C11 0.24870 -5.82728 2.23615  -1.28
C12 -0.79116 -9.38309 4.47178  -0.94
H25 1.08147 -5.90303 4.21301  0.30
H26 -0.48204 -6.58513 3.98280  0.25
H27 1.18608 -5.56111 1.74770  0.31
H28 -0.27722 -4.88071 2.36061  0.38
H29 -0.37667 -6.42642 1.57429  0.31
H30 -1.12899 -9.43764 3.43690  0.31
H31 -1.42603 -8.72425 5.06421  0.34
H32 -0.91236 -10.35281 4.95453  0.39
O13 4.24132 8.45185 1.97087  -0.62
S5 4.06850 7.80556 0.68694  1.17
O14 3.24904 8.40078 -0.35008  -0.59
O15 5.62209 7.70579 0.08950  -0.31
C13 6.67225 7.41384 1.01806  -0.16
C14 7.72641 6.76802 0.16022  -1.16
C15 3.60857 6.00926 0.93553  -0.92
H33 6.36837 6.58473 1.65705  0.25
H34 7.01562 8.17039 1.72364  0.34
H35 8.13510 7.45239 -0.58323  0.33
H36 7.47166 5.76009 -0.16729  0.25
H37 8.63136 6.68095 0.76153  0.40
H38 3.98470 5.54078 1.84502  0.33
H39 4.01408 5.49952 0.06156  0.30
H40 2.52085 5.93900 0.93058  0.40
O16 -2.71330 0.28762 8.00112  -0.61
S6 -1.52961 1.15727 7.83671  1.14
O17 -1.26189 2.30170 8.71643  -0.58
O18 -0.17967 0.16108 7.76768  -0.30
C16 -0.19628 -1.01060 6.98609  0.04
C17 1.11529 -1.72647 7.24064  -1.24
C18 -1.49726 1.78142 6.10498  -0.92
H41 -0.47235 -0.76312 5.96108  0.21
H42 -1.00836 -1.68705 7.25263  0.27
H43 1.20890 -2.01741 8.28691  0.32
H44 2.01182 -1.11686 7.12786  0.33
H45 1.23211 -2.66532 6.69932  0.32
H46 -0.57315 2.31768 5.88923  0.32
H47 -2.35310 2.43712 5.94468  0.39
H48 -1.59042 0.92316 5.43954  0.30
O19 1.91862 1.49774 0.41957  -0.60
S7 0.56156 0.95964 0.56202  1.12
O20 0.04871 0.63425 1.91491  -0.58
O21 -0.44697 1.98714 -0.23662  -0.26
C19 -1.72860 1.52546 -0.54436  -0.17
C20 -2.64387 2.60937 -1.06676  -1.24
C21 0.50235 -0.52833 -0.51032  -0.99
H49 -2.11719 1.13058 0.39433  0.38
H50 -1.70774 0.69097 -1.24530  0.28
H51 -2.10919 3.18768 -1.82027  0.32
H52 -3.06994 3.15215 -0.22299  0.33
H53 -3.45963 2.13561 -1.61283  0.32
H54 0.77552 -0.09651 -1.47312  0.35
H55 -0.49822 -0.93014 -0.35055  0.33
H56 1.16685 -1.29212 -0.10638  0.40

***

Arrangement B

The following is a DFT calculation (wB97M-V/def2-TZVPD) of 7 unconnected molecules or ions with the total composition C21H56O21S7.

Values from the calculation:
- SMILES string: CCOS(C)(=O)=O.CCOS(C)(=O)=O.CCOS(C)(=O)=O.CCOS(C)(=O)=O.CCOS(C)(=O)=O.CCOS(C)(=O)=O.CCOS(C)(=O)=O
- E_LUMO: 0.00 eV
- Kohn-Sham gap: 10.482 eV

Each line ends with the Mulliken charge.
Element x y z (Å)
O1 -8.60908 -5.67455 5.45935  -0.60
S1 -7.34625 -6.35351 5.29290  1.13
O2 -7.25593 -7.38513 4.30168  -0.61
O3 -6.31446 -5.13856 4.93214  -0.28
C1 -4.95478 -5.46221 4.69376  -0.09
C2 -4.17355 -4.18733 4.36827  -1.27
C3 -6.71396 -6.83105 6.92484  -0.87
H1 -4.89190 -6.16807 3.85684  0.32
H2 -4.45933 -6.04309 5.47843  0.23
H3 -4.58637 -3.51146 3.62148  0.28
H4 -3.16769 -4.50639 4.09442  0.37
H5 -4.07249 -3.52233 5.22923  0.35
H6 -5.65872 -7.04225 6.82936  0.34
H7 -7.36824 -7.61211 7.30028  0.37
H8 -6.99555 -5.91246 7.43975  0.31
O4 0.25102 0.07720 1.00317  -0.58
S2 0.23004 -0.62542 -0.25287  0.88
O5 1.33418 -1.35083 -0.79889  -0.30
O6 -0.98112 -1.69572 -0.25576  -0.28
C4 -1.71214 -1.86266 0.95230  0.44
C5 -2.58773 -3.11709 0.88739  -1.16
C6 -0.48251 0.56057 -1.44988  -0.60
H9 -2.32822 -0.96714 1.08597  0.25
H10 -1.14678 -1.91241 1.88519  -0.03
H11 -3.06429 -3.41975 1.81398  0.05
H12 -2.01733 -3.98118 0.53581  0.37
H13 -3.30560 -2.97127 0.07726  0.36
H14 -1.49256 0.75027 -1.10626  0.41
H15 -0.29228 0.05963 -2.39561  0.42
H16 0.12696 1.45643 -1.35233  -0.33
O7 4.90265 -5.22828 -2.10183  -0.63
S3 5.32859 -3.97538 -2.65486  1.19
O8 6.49389 -3.96008 -3.49071  -0.62
O9 4.10850 -3.31784 -3.53053  -0.30
C7 2.78704 -3.47559 -2.98285  0.10
C8 1.96150 -2.44157 -3.79168  -1.16
C9 5.54103 -2.72030 -1.35026  -0.78
H17 2.80556 -3.18268 -1.92913  0.07
H18 2.42252 -4.49591 -3.08639  0.29
H19 0.98023 -2.38411 -3.32085  0.22
H20 1.87926 -2.93620 -4.75986  0.44
H21 2.47341 -1.48891 -3.84653  0.29
H22 4.75463 -2.80986 -0.60142  0.15
H23 5.61778 -1.73189 -1.78910  0.33
H24 6.44037 -3.00237 -0.80260  0.41
O10 2.75051 2.02706 -2.16671  -0.44
S4 2.52736 3.20803 -2.93957  1.05
O11 3.63738 4.00469 -3.36771  -0.69
O12 1.65556 2.79224 -4.18313  -0.07
C10 1.29644 3.72970 -5.20723  -0.13
C11 2.06363 3.52581 -6.49147  -1.40
C12 1.33347 4.29660 -2.05142  -0.39
H25 1.50048 4.75467 -4.88334  0.37
H26 0.21433 3.74254 -5.30020  0.14
H27 3.14182 3.59525 -6.34734  0.33
H28 1.85634 4.29722 -7.23528  0.39
H29 1.80839 2.56990 -6.95127  0.33
H30 0.84746 5.08700 -2.61567  0.38
H31 1.76061 4.66975 -1.12288  0.37
H32 0.55181 3.57594 -1.79936  -0.29
O13 -0.83851 5.63789 -4.10509  -0.40
S5 -2.03341 6.42986 -3.92774  1.00
O14 -2.85553 6.85582 -5.02197  -0.63
O15 -2.95192 5.54928 -2.85595  -0.28
C13 -3.51382 4.33117 -3.23275  -0.56
C14 -2.50158 3.20600 -3.55859  -0.67
C15 -1.74109 7.79129 -2.84402  -0.98
H33 -4.18772 4.46750 -4.08916  0.35
H34 -4.17623 3.89371 -2.48367  0.37
H35 -2.08488 3.22446 -4.56440  0.36
H36 -2.91896 2.22456 -3.33225  0.43
H37 -1.61550 3.29333 -2.92250  -0.01
H38 -1.09153 8.45351 -3.41711  0.39
H39 -1.22947 7.49012 -1.93369  0.30
H40 -2.67275 8.28973 -2.59292  0.37
O16 3.34307 0.48663 4.18683  -0.52
S6 3.48125 -0.93651 4.42265  1.07
O17 3.10177 -1.54830 5.66054  -0.64
O18 2.63809 -1.59707 3.17592  -0.26
C16 1.56278 -2.52909 3.38853  -0.25
C17 1.65338 -3.53397 2.26685  -0.84
C18 5.11351 -1.41471 3.85540  -0.89
H41 0.69439 -1.86464 3.40236  0.20
H42 1.59894 -3.07449 4.33500  0.47
H43 1.39214 -3.11499 1.28971  -0.05
H44 1.09285 -4.45986 2.37003  0.39
H45 2.71872 -3.71952 2.10540  0.33
H46 5.79619 -0.75842 4.38869  0.41
H47 5.15323 -1.28733 2.78055  0.22
H48 5.18035 -2.45745 4.16134  0.34
O19 2.69480 4.32445 1.02242  -0.68
S7 2.11754 3.19226 1.71789  1.26
O20 2.10523 3.20968 3.16948  -0.64
O21 0.60901 2.95425 1.28531  -0.06
C19 -0.38687 3.96995 1.64612  -0.61
C20 -1.73577 3.57820 1.12985  -0.77
C21 2.78798 1.61224 1.08197  -0.28
H49 0.02486 4.93601 1.35213  0.39
H50 -0.35609 3.90385 2.73749  0.41
H51 -1.75351 3.58505 0.04095  0.01
H52 -2.43648 4.30162 1.54967  0.43
H53 -1.99924 2.62050 1.57776  0.22
H54 3.84774 1.84662 1.18396  0.66
H55 2.50226 1.40644 0.05894  -0.03
H56 2.46493 0.85480 1.78705  -0.15

***

Most stable to least stable: arrangement B, arrangement A

***

Arrangement A

The following is a DFT calculation (wB97M-V/def2-TZVPD) of 4 unconnected molecules or ions with the total composition C6H19NO4.

Values from the calculation:
- SMILES string: CNCCCCC=O.O.O.O
- E_LUMO: 0.38 eV
- Kohn-Sham gap: 8.720 eV

Each line ends with the Mulliken charge.
Element x y z (Å)
O1 0.44207 -3.21947 0.69848  -0.57
C1 -0.43329 -2.87909 1.45370  -0.09
C2 -1.03256 -1.50096 1.54448  -0.45
C3 0.12556 -0.42169 1.53070  -0.31
C4 -0.45501 1.01589 1.87522  -0.58
C5 -1.64181 1.39851 1.03464  -0.82
N1 -1.21922 2.22983 -0.10056  -0.28
C6 -1.18341 1.60827 -1.44425  -0.81
H1 -0.90814 -3.66625 2.08310  0.34
H2 -1.69055 -1.30342 2.37055  0.38
H3 -1.70339 -1.24700 0.68464  0.27
H4 0.87105 -0.67112 2.27219  0.53
H5 0.53521 -0.27955 0.50527  -0.03
H6 0.46175 1.68214 1.80636  0.30
H7 -0.78343 0.93600 2.93544  0.31
H8 -2.35667 0.62451 0.96232  0.40
H9 -2.40122 2.11375 1.52482  0.28
H10 -0.50611 2.90871 0.05307  0.28
H11 -0.60900 2.19457 -2.14119  0.36
H12 -0.84903 0.55393 -1.36495  0.21
H13 -2.15674 1.62568 -1.93454  0.26
H14 0.99586 -1.27381 -3.68152  0.29
H15 1.54746 -1.16650 -2.19543  0.45
O2 1.22946 -0.66425 -2.99062  -0.70
H16 3.06069 -1.49698 -0.42887  0.31
H17 1.66394 -2.19764 -0.07060  0.39
O3 2.27133 -1.89643 -0.80588  -0.73
H18 2.15232 2.09087 -1.42575  0.30
H19 1.99876 1.07855 -2.48422  0.34
O4 2.57410 1.82294 -2.26659  -0.63

***

Arrangement B

The following is a DFT calculation (wB97M-V/def2-TZVPD) of 4 unconnected molecules or ions with the total composition C6H19NO4.

Values from the calculation:
- SMILES string: CCN[C@@H](C)CC=O.O.O.O
- E_LUMO: 0.64 eV
- Kohn-Sham gap: 9.206 eV

Each line ends with the Mulliken charge.
Element x y z (Å)
C1 -0.90417 -1.55426 -1.35081  -0.70
N1 0.38864 -0.93052 -0.86011  -0.21
C2 0.49709 -0.98494 0.72902  1.38
C3 1.61183 0.07443 1.04215  -1.39
C4 0.99770 1.47884 1.26773  0.00
O1 -0.16948 1.70265 0.99472  -0.53
C5 1.01807 -2.35653 1.14460  -1.86
C6 -2.08602 -1.17908 -0.55078  -0.79
H1 -0.93842 -1.09989 -2.34221  0.45
H2 -0.69456 -2.66311 -1.45416  0.25
H3 1.19215 -1.32610 -1.32907  0.36
H4 -0.43161 -0.73966 1.21870  -0.46
H5 2.02603 -0.36746 1.90385  0.55
H6 2.47541 0.00282 0.40924  0.62
H7 1.57723 2.42701 1.55684  0.36
H8 0.90287 -2.39775 2.20188  0.50
H9 0.19888 -3.17102 1.25124  0.31
H10 1.86049 -2.64916 0.65317  0.43
H11 -2.53261 -0.17689 -0.57398  0.19
H12 -1.82667 -1.24832 0.57857  0.26
H13 -2.90865 -1.93536 -0.71648  0.34
H14 -3.08342 -0.02040 2.15229  0.32
H15 -1.64183 0.79469 2.04230  0.35
O2 -2.06280 -0.13978 2.17600  -0.70
H16 2.13360 0.59362 -1.57569  0.26
H17 1.52101 1.56033 -2.34951  0.32
O3 2.19138 1.54298 -1.71378  -0.62
H18 -1.39321 1.40135 -2.09820  0.30
H19 -0.76279 2.84009 -1.74036  0.31
O4 -0.85928 2.12141 -2.38934  -0.63

***

Most stable to least stable: arrangement A, arrangement B

***

Arrangement A

The following is a DFT calculation (wB97M-V/def2-TZVPD) of C10H13N3 in the gas phase.

Values from the calculation:
- E_LUMO (alpha / beta): 0.38 / 0.38 eV
- Kohn-Sham gap (alpha / beta): 7.092 / 7.090 eV

Each line ends with the Mulliken charge.
Element x y z (Å)
C1 3.19831 0.66653 0.19707  -0.40
C2 3.18518 -0.55184 -0.56189  -0.53
C3 -1.27390 -1.77290 0.68643  -0.67
C4 -0.29853 -1.53275 1.56291  -0.51
C5 2.46199 0.80753 1.34668  -0.34
C6 2.20624 -1.41968 -0.72671  0.68
C7 -1.36133 -0.70482 -0.30595  0.42
C8 -0.18198 0.22713 0.16904  0.64
C9 -2.67064 0.06924 -0.08161  -1.29
C10 -0.10068 1.57855 -0.23962  -1.55
N1 1.46620 0.08969 1.90540  -1.48
N2 1.41465 -2.35268 -0.83032  -0.61
N3 0.44430 -0.38260 1.18763  1.03
H1 4.14870 1.27996 -0.15289  0.23
H2 4.06591 -0.62341 -1.12666  0.36
H3 -2.08833 -2.49798 0.86251  0.42
H4 0.06026 -2.15177 2.27001  0.54
H5 2.60942 1.66035 1.93838  0.44
H6 -1.12643 -0.99223 -1.32092  0.30
H7 -3.63859 -0.52784 -0.20058  0.31
H8 -2.74768 1.00176 -0.53114  0.37
H9 -2.66046 0.26034 1.03305  0.37
H10 -0.92907 1.83639 -0.92966  0.43
H11 0.92343 1.80052 -0.82126  0.24
H12 -0.00367 2.20278 0.61972  0.35
H13 0.55544 -2.31765 -1.35216  0.28

***

Arrangement B

The following is a DFT calculation (wB97M-V/def2-TZVPD) of C10H13N3 in the gas phase.

Values from the calculation:
- E_LUMO (alpha / beta): 0.17 / 0.17 eV
- Kohn-Sham gap (alpha / beta): 7.188 / 7.186 eV

Each line ends with the Mulliken charge.
Element x y z (Å)
C1 2.99788 0.17376 -0.44884  -0.18
C2 2.73401 0.58597 0.79207  -0.88
C3 2.05431 0.17540 -1.39813  -0.73
C4 1.43602 0.97627 1.09144  -0.17
C5 0.80712 0.40206 -1.07720  0.21
C6 0.42931 0.90185 0.18561  0.51
C7 -1.70835 -0.97213 -0.65992  -0.47
C8 -0.86747 1.34784 0.50887  -0.19
C9 -0.82467 -1.32213 0.29780  0.06
C10 -0.30416 -2.66037 0.34878  -1.54
N1 -2.38471 0.16656 -0.82244  -1.25
N2 -2.03752 1.16984 -0.05762  1.15
N3 -3.08339 1.89269 0.39587  -0.99
H1 4.01861 -0.13242 -0.66507  0.37
H2 3.51651 0.65040 1.53293  0.41
H3 2.35600 -0.17571 -2.46189  0.23
H4 1.33343 1.53174 2.07507  0.23
H5 0.10433 0.29856 -1.91658  0.28
H6 -1.92340 -1.64490 -1.39591  0.53
H7 -0.98839 2.10580 1.44956  0.17
H8 -0.64886 -0.73872 1.14367  0.61
H9 0.76225 -2.65530 0.79735  0.27
H10 -0.14875 -3.09962 -0.56349  0.41
H11 -0.83217 -3.40875 0.91748  0.33
H12 -3.94709 1.52387 -0.13360  0.35
H13 -2.85085 2.90744 0.06418  0.27

***

Most stable to least stable: arrangement B, arrangement A